This record from OMol25 describes a structure of composition C22H41BF6MoN6O5PS4. The level of theory is ωB97M-V/def2-TZVPD.

As for the total charge: +1. Its HOMO energy (alpha / beta) is -10.913 / -11.420 eV. The value obtained for the total energy is -114121.5947 eV. The value obtained for the LUMO energy (alpha / beta) is -3.590 / -3.199 eV. The calculation puts the orbital gap (alpha / beta) at 7.323 / 8.221 eV. Its spin multiplicity is 3. Its molar mass is 849.6 g mol⁻¹. The relative energy (zero: lowest compared OMol25 entry of this formula, charge and spin) comes out at 74.83 kJ/mol.

XYZ file:
```
87
C22H41BF6MoN6O5PS4 ωB97M-V/def2-TZVPD
Mo -0.35 0.02 -0.88
S 1.20 1.92 -0.64
S 0.33 0.66 2.56
S -1.62 -1.16 3.46
S -0.56 0.76 -3.17
P -0.25 -3.34 -1.27
F -1.39 2.43 1.62
F -1.01 2.58 3.74
F -3.25 0.68 4.32
F 0.48 3.27 2.34
F -2.18 -0.36 5.88
F -3.79 -1.35 4.83
O 0.07 0.15 1.19
O -2.82 0.51 -0.05
O -1.26 -2.48 3.88
O 1.70 0.87 2.85
O -2.32 -1.03 2.20
N -0.40 -0.16 3.62
N -1.51 3.31 -2.65
N 2.97 2.33 -2.65
N -0.58 -1.71 -1.15
N 1.11 3.43 -2.93
N -3.06 1.79 -2.83
C 2.18 -2.58 -0.07
C -3.71 0.50 -3.04
C -0.64 -2.94 -4.01
C -2.73 3.91 -2.46
C 3.11 3.09 -3.80
C -1.62 -5.69 -0.56
C -1.73 2.01 -2.86
C -3.70 2.98 -2.57
C 1.77 -5.04 -0.23
C 0.30 -3.65 -3.02
C -2.78 -0.49 4.72
C -2.57 -3.51 0.28
C 1.69 -3.03 -3.22
C 3.99 1.49 -2.06
C -0.45 2.36 2.57
C 0.50 -3.61 1.40
C -2.80 -4.11 -2.09
C -1.85 -4.21 -0.89
C 1.10 -3.68 -0.02
C 1.75 2.58 -2.14
C 0.35 -5.14 -3.37
C 1.96 3.77 -3.96
B -0.21 4.23 -2.63
H -3.52 -4.04 0.42
H 1.07 -5.87 -0.23
H 1.89 -3.00 -4.29
H 3.58 0.50 -1.86
H -2.04 -3.53 1.22
H -3.23 1.31 0.27
H -4.77 3.05 -2.50
H -0.05 -2.69 1.57
H 0.95 -5.74 -2.68
H -1.12 -5.85 0.39
H 1.33 -3.62 2.11
H 4.01 3.07 -4.38
H -1.07 -6.22 -1.34
H -0.14 -4.45 1.64
H -3.36 -0.22 -2.31
H 1.77 -1.57 -0.06
H -2.67 -0.02 0.77
H -4.78 0.64 -2.92
H -0.75 -1.88 -3.79
H 0.81 -5.24 -4.36
H -2.93 -3.09 -2.43
H 2.37 -5.08 -1.14
H -3.77 -4.47 -1.76
H -2.80 -2.48 0.04
H -0.35 5.01 -3.54
H -2.80 4.97 -2.27
H 2.85 -2.67 -0.92
H -2.49 -4.74 -2.93
H 2.45 -5.20 0.61
H -1.62 -3.39 -4.07
H -0.13 4.75 -1.55
H -0.19 -3.03 -5.00
H -3.51 0.15 -4.05
H -0.64 -5.59 -3.43
H 2.79 -2.68 0.83
H 4.33 1.92 -1.12
H 4.82 1.42 -2.75
H 1.66 4.46 -4.72
H 1.74 -2.00 -2.85
H -2.61 -6.16 -0.49
H 2.48 -3.61 -2.75
```

Here are the Löwdin charges for atoms 1 to 6, given in e: atom 1 (Mo): 1.187, atom 2 (S): 0.685, atom 3 (S): 0.619, atom 4 (S): 0.627, atom 5 (S): 0.653, atom 6 (P): 1.052

=====

This record from OMol25 describes a structure of composition C22H41BrCeNP3S. The level of theory is ωB97M-V/def2-TZVPD.

As for the total charge: +4. Its HOMO energy (alpha / beta) is -19.911 / -19.911 eV. The value obtained for the total energy is -146594.9204 eV. The value obtained for the LUMO energy (alpha / beta) is -15.369 / -15.365 eV. The calculation puts the orbital gap (alpha / beta) at 4.542 / 4.546 eV. Its spin multiplicity is 1. Its molar mass is 664.6 g mol⁻¹.

XYZ file:
```
70
C22H41BrCeNP3S ωB97M-V/def2-TZVPD
Ce -1.31 1.71 -0.91
Br 4.37 3.14 -2.01
S -4.14 1.14 -0.75
P 0.48 -1.14 0.67
P -2.05 0.54 1.82
P 0.44 0.47 -3.20
N 0.95 2.24 0.11
C -3.50 0.53 -3.30
C -4.87 -1.23 -4.19
C 2.68 2.50 1.73
C -1.24 0.98 3.43
C 1.82 2.56 -0.86
C -2.68 -1.15 2.19
C 2.23 -0.02 -3.12
C 0.28 1.22 -4.88
C -3.98 -0.20 -4.39
C 3.61 2.83 0.74
C -4.31 -1.29 -1.83
C 3.15 2.83 -0.57
C 2.13 -1.47 -0.03
C -0.24 -2.81 0.43
C -3.81 0.02 -2.02
C -0.25 -1.24 -3.42
C 1.39 2.17 1.39
C -2.59 3.64 -0.61
C 0.96 -1.27 2.43
C -4.90 -1.88 -2.93
C -3.57 1.50 2.28
C -3.78 3.11 -1.31
H -1.93 -1.75 2.70
H 2.48 -0.72 -3.92
H 0.64 1.85 2.13
H -0.40 0.34 3.71
H 4.63 3.06 0.95
H 0.53 -3.52 0.76
H -4.07 0.95 3.09
H -5.41 -2.83 -2.75
H -2.96 -1.62 1.24
H -2.90 4.44 0.09
H -0.76 1.51 -5.10
H -5.53 -1.47 -5.03
H 2.93 0.81 -3.15
H 2.49 -0.54 -0.47
H 0.66 0.53 -5.63
H -0.89 2.02 3.40
H 0.46 -1.97 -3.00
H -1.15 -2.96 1.02
H 1.85 -1.91 2.49
H 2.05 -2.27 -0.76
H -1.63 3.92 -1.18
H 2.83 -1.74 0.76
H -4.41 -1.69 -0.80
H 0.89 2.13 -4.90
H 2.96 2.46 2.76
H -0.39 -1.44 -4.49
H -3.61 0.14 -5.38
H -3.58 -1.03 2.80
H -3.94 3.02 -2.39
H 1.25 -0.29 2.83
H -1.21 -1.37 -2.92
H 1.42 2.58 -1.88
H -2.11 -0.05 0.24
H -4.26 1.55 1.41
H -1.99 0.92 4.23
H -3.31 2.51 2.61
H 2.41 -0.56 -2.19
H 0.17 -1.72 3.04
H -3.09 1.54 -3.42
H -4.78 3.40 -0.85
H -0.43 -2.98 -0.64
```

Here are the Löwdin charges for atoms 1 to 6, given in e: atom 1 (Ce): 0.867, atom 2 (Br): 0.888, atom 3 (S): 1.020, atom 4 (P): 0.811, atom 5 (P): 0.837, atom 6 (P): 0.807

=====

This record from OMol25 describes a cluster of 17 separate species, C22H41Cl32N2OPS in total. The level of theory is ωB97M-V/def2-TZVPD.

As for the total charge: 0. Its HOMO energy is -8.450 eV. The value obtained for the total energy is -449335.7385 eV. The value obtained for the LUMO energy is 0.232 eV. The calculation puts the orbital gap at 8.683 eV. Its spin multiplicity is 1. Its molar mass is 1547.1 g mol⁻¹.

XYZ file:
```
100
C22H41Cl32N2OPS ωB97M-V/def2-TZVPD
Cl -6.94 -6.33 3.97
Cl 5.20 -3.85 0.42
Cl 6.16 9.88 -3.08
Cl 3.52 10.89 -2.36
Cl 0.95 2.91 -1.72
Cl 0.18 -2.54 5.72
Cl 8.34 -1.04 -8.85
Cl -9.29 -2.22 0.77
Cl -6.96 -1.13 -2.93
Cl 6.44 -4.51 -2.77
Cl -9.36 0.52 -2.98
Cl 0.38 -1.79 -3.00
Cl 2.60 5.72 -4.27
Cl 9.16 1.74 -11.84
Cl 2.79 -2.20 0.37
Cl -4.39 -5.24 4.85
Cl 4.55 2.96 -4.73
Cl 2.75 -1.17 5.59
Cl 6.71 1.32 -8.30
Cl -1.51 -6.56 4.17
Cl 10.27 2.97 -9.44
Cl -0.25 5.48 -1.05
Cl -9.30 0.67 1.17
Cl -11.26 -6.76 2.70
Cl -10.55 -9.34 3.85
Cl -0.62 -6.77 6.94
Cl 6.95 1.31 -4.68
Cl 7.15 -7.09 -1.62
Cl -0.91 -6.89 10.20
Cl 3.18 -1.02 -3.21
Cl 0.43 -4.31 10.07
Cl 4.34 7.45 -2.70
S -4.20 5.21 3.17
P -0.95 2.68 1.97
O -6.51 3.54 2.46
N -4.62 2.16 3.01
N -5.60 1.21 2.66
C -1.83 4.34 1.61
C 5.26 11.16 -2.26
C 2.98 6.32 -2.65
C 8.32 0.59 -8.17
C 0.00 4.28 -2.32
C 9.34 3.24 -10.92
C -0.21 0.94 2.42
C -5.10 3.59 2.88
C 5.40 1.61 -5.48
C 0.19 -0.33 2.93
C 1.21 -1.31 6.45
C -8.51 -0.84 -3.73
C 1.51 -0.44 -3.19
C -6.79 2.10 2.33
C 0.10 -5.73 11.06
C -2.34 4.96 3.08
C 7.74 -5.68 -2.51
C -8.54 -0.68 0.33
C -5.59 -6.51 5.10
C 3.65 -3.56 -0.38
C -9.96 -7.93 2.95
C -1.52 -5.79 5.77
H -0.35 3.15 3.20
H 5.55 11.18 -1.20
H -9.13 -1.74 -3.64
H 8.54 -5.21 -1.95
H -2.24 2.02 1.87
H 1.38 0.25 -2.36
H -5.97 -6.45 6.12
H 5.58 1.83 -6.53
H 5.50 12.12 -2.72
H -1.17 5.08 1.00
H -8.64 -0.53 -0.75
H -9.58 -8.26 1.98
H 1.05 -6.21 11.32
H -0.97 3.91 -2.65
H -0.15 2.73 0.78
H 2.10 6.84 -2.25
H 8.12 -6.01 -3.48
H 0.19 -1.32 3.60
H 8.59 0.54 -7.11
H -2.81 4.09 0.98
H -8.33 -0.62 -4.78
H 0.70 -0.35 6.42
H -7.85 1.70 2.00
H -0.41 -5.42 11.98
H 1.30 0.06 -4.14
H -1.77 5.98 3.30
H 0.53 4.74 -3.15
H -2.06 4.25 3.99
H 8.35 3.62 -10.66
H 3.24 5.48 -2.01
H -7.48 -0.72 0.60
H -5.12 -7.48 4.94
H 9.87 3.97 -11.54
H 3.82 -3.34 -1.43
H -9.16 -7.46 3.52
H -1.05 -4.81 5.69
H 1.42 -1.58 7.49
H 4.78 0.71 -5.39
H -2.55 -5.69 6.11
H 3.03 -4.46 -0.29
H 9.04 1.22 -8.70
```

Here are the Löwdin charges for atoms 1 to 6, given in e: atom 1 (Cl): 0.557, atom 2 (Cl): 0.480, atom 3 (Cl): 0.475, atom 4 (Cl): 0.488, atom 5 (Cl): 0.554, atom 6 (Cl): 0.554

=====

Look up the total charge of the second one. +4